C12H18AgF2NO9 | ωB97M-V with the def2-TZVPD basis set

Summary:
**HOMO level (spin up / spin down)**: -0.14774 / -0.14518 Ha
**DFT total energy**: -1546.52598 hartree
**⟨S²⟩**: 0.76
**LUMO (spin up / spin down)**: 2.44 / 2.39 eV
**Net charge**: -1
**Multiplicity**: 2
**F_max**: 3.61 eV/A

XYZ file:
```
43
Properties=species:S:1:pos:R:3:forces:R:3
Ag -0.126407 -0.779085 -1.167262 -1.69 -2.57 -1.88
F -1.047810 -0.967176 -3.121342 0.48 0.71 1.02
F -1.377340 -2.607293 -0.679774 0.32 0.85 0.35
N 1.571417 -2.992030 -2.950045 0.89 -0.41 -0.12
O 1.462940 -2.213354 -1.942827 0.66 -0.48 -0.45
O 2.575996 -2.846840 -3.709756 -1.00 0.05 0.56
O 0.773721 -3.918615 -3.117900 0.35 0.62 0.05
O 0.584771 -1.001746 0.897785 0.13 0.88 -0.03
C 1.130923 -1.732666 1.660788 -0.74 -0.69 0.16
O 2.172533 -1.319821 2.373502 1.09 0.41 0.55
C 2.673278 -2.323405 3.260193 -0.07 -0.05 0.37
C 1.733211 -3.536182 3.117590 -0.16 -0.07 0.44
C 0.745298 -3.132301 2.031155 0.01 -0.52 -0.87
H 2.697393 -1.920531 4.274649 -0.36 0.15 -0.02
H 3.724199 -2.520272 3.048376 -0.10 -0.15 -0.53
H 1.176169 -3.703568 4.039664 0.21 -0.01 0.13
H 2.305042 -4.439175 2.916470 -0.13 -0.03 -0.21
H -0.315806 -3.178266 2.274454 0.08 0.25 0.33
H 0.762559 -3.734707 1.117271 0.30 0.10 -0.06
O 1.028424 1.198899 -1.211969 0.38 0.08 -0.06
C 1.861765 1.997069 -0.898689 -0.70 0.19 -1.10
O 2.196056 2.234947 0.359476 0.37 -0.03 1.33
C 3.055898 3.387568 0.488750 -0.86 0.08 -0.75
C 2.810572 4.125232 -0.834736 1.11 0.45 -0.38
C 2.518048 3.001938 -1.826809 -0.45 0.45 0.66
H 4.068222 3.031390 0.663846 0.12 0.17 -0.07
H 2.686273 3.993171 1.311887 0.16 -0.25 0.28
H 3.645777 4.755011 -1.152811 0.11 -0.15 0.17
H 1.968610 4.812385 -0.753846 -0.20 -0.24 0.15
H 3.404697 2.587090 -2.300804 -0.03 -0.04 -0.06
H 1.774046 3.321254 -2.550629 0.18 -0.30 -0.31
O -1.947648 0.441204 -0.475539 0.13 0.84 0.40
C -3.100826 0.697649 -0.392378 -0.33 -0.85 -0.46
O -3.576472 1.482745 0.603368 -0.33 1.03 -0.10
C -5.010348 1.589977 0.524502 0.03 -1.31 -0.36
C -5.394436 1.066650 -0.865430 -0.54 -0.89 -0.25
C -4.236412 0.153891 -1.246111 0.28 0.51 0.16
H -5.406945 2.580280 0.725513 0.48 0.17 0.20
H -5.338399 0.861432 1.271563 -0.50 0.36 0.08
H -5.550268 1.807723 -1.648659 0.12 0.37 0.32
H -6.304337 0.463373 -0.821083 -0.15 0.31 0.12
H -4.000497 0.172262 -2.306192 0.32 0.02 0.05
H -4.373887 -0.896107 -0.986213 0.04 0.01 0.17
```
Forces are in eV/Å.



C12H18AsF6InN4O2S2 | ωB97M-V with the def2-TZVPD basis set

Summary:
**HOMO level (spin up / spin down)**: -0.42952 / -0.42264 Ha
**DFT total energy**: -4659.02463 hartree
**⟨S²⟩**: 0.77
**LUMO (spin up / spin down)**: -4.04 / -6.06 eV
**Net charge**: +1
**Multiplicity**: 2
**F_max**: 2.53 eV/A

XYZ file:
```
46
Properties=species:S:1:pos:R:3:forces:R:3
In 1.434466 0.705210 -0.004966 -0.61 0.36 0.43
S 3.888599 0.833950 0.235567 -0.06 0.49 -0.14
C 4.137022 2.532737 -0.135563 0.00 -1.28 0.40
C 5.425371 3.038993 0.131717 0.09 1.03 0.09
C 5.720419 4.399707 -0.032271 0.34 -1.71 0.07
C 4.720991 5.291284 -0.393272 -2.16 -0.61 -0.68
C 3.450607 4.805798 -0.686374 0.77 -0.60 -0.14
C 3.123998 3.393334 -0.663535 -0.60 1.29 -0.11
S 1.564572 2.888830 -1.254342 1.22 0.62 0.48
H 6.149276 2.347522 0.544590 0.13 0.12 -0.21
H 6.726621 4.784687 0.058877 0.09 -0.25 0.36
H 4.912575 6.339021 -0.508534 0.11 0.33 0.07
H 2.691381 5.479761 -1.016204 -0.39 0.32 -0.13
N -0.757333 0.518136 -0.797684 0.54 -1.11 -0.14
C -1.624658 0.289218 0.390570 -0.68 0.66 -0.03
C -3.137190 0.462305 0.096933 0.14 -0.09 1.04
C -3.996308 -0.138020 1.244811 0.70 -0.33 0.19
C -3.703126 -1.634891 1.535530 0.44 0.67 0.56
N -3.527845 -2.477783 0.356362 0.16 -0.64 -0.51
C -2.516890 -3.340432 0.199660 0.81 -0.53 0.35
N -1.433319 -3.437682 1.007693 -0.20 1.22 0.20
N -2.541316 -4.272854 -0.748417 -0.61 -0.08 -1.92
C -1.039877 1.080924 1.654708 0.23 0.43 0.64
O -1.719093 1.661549 2.498937 0.76 -1.27 -1.84
O 0.284866 0.956678 1.738312 -0.75 0.21 -0.51
H -1.015447 1.362621 -1.292285 -0.19 0.03 -0.11
H -0.738550 -0.291952 -1.465182 -0.37 0.98 0.80
H -1.526198 -0.744368 0.677550 0.57 -0.40 -0.09
H -3.450930 0.070057 -0.888701 0.46 -0.27 0.47
H -3.390940 1.498583 0.049807 -0.03 0.95 0.00
H -5.047149 -0.035792 0.985313 -0.13 -0.02 -0.10
H -3.871691 0.371474 2.239838 0.11 -0.17 -1.17
H -4.582574 -1.961287 2.090249 0.34 -0.49 0.26
H -2.767527 -1.776154 2.154971 -1.41 0.37 -0.42
H -4.314117 -2.614096 -0.288407 0.45 0.18 0.57
H -1.301456 -2.661942 1.641590 0.08 -0.28 0.14
H -0.523172 -3.741931 0.617179 -0.90 0.00 0.05
H -3.175836 -4.165498 -1.573520 1.02 -0.28 1.22
H -1.649012 -4.755666 -0.900990 -0.79 0.21 -0.18
F 1.492351 -0.869751 -2.204569 0.61 -1.25 0.91
As 1.401924 -2.501214 -1.424821 -1.28 -0.32 0.08
F 0.978154 -1.500823 0.219509 0.82 -0.85 -1.71
F 3.122455 -2.451395 -1.028142 -2.42 -0.18 -0.25
F 0.922288 -3.949069 -0.377100 1.01 1.84 -1.42
F 1.570014 -3.508948 -2.837578 0.17 1.22 1.49
F -0.366378 -2.280846 -1.847818 1.39 -0.53 0.91
```
Forces are in eV/Å.



C12H18Cl2HfN2 | ωB97M-V with the def2-TZVPD basis set

Summary:
**HOMO level**: -0.20480 Ha
**DFT total energy**: -1545.80878 hartree
**LUMO**: -0.74 eV
**Net charge**: 0
**F_max**: 4.09 eV/A

XYZ file:
```
35
Properties=species:S:1:pos:R:3:forces:R:3
Hf -0.026108 1.940758 1.137990 1.20 -1.31 -0.90
Cl -1.197613 3.812828 0.467767 -0.81 1.49 -0.56
Cl 1.998503 2.361432 2.176114 0.91 0.13 0.73
C 2.839298 -1.774455 -0.664389 2.71 -1.20 2.81
H 3.614022 -2.557181 -0.615955 -0.46 0.21 -0.07
H 2.834071 -1.111076 0.203610 0.15 0.16 -0.51
C 0.264874 0.574798 -0.311360 -0.12 -0.94 0.86
C 2.030177 -1.619344 -1.708183 -1.68 2.99 -1.26
H 0.167861 -0.517417 -0.112027 0.86 0.51 -0.01
C 2.279153 -0.705460 -2.902166 -0.49 -0.62 -0.13
H 1.029702 -2.055614 -1.671683 -0.61 -0.52 -0.91
C 1.912281 0.823913 -2.944954 -0.19 -0.05 0.41
H 3.351541 -0.731670 -3.069409 0.20 -0.15 -0.02
H 1.747380 -1.162382 -3.748109 0.04 0.02 -0.12
C 0.433816 1.226978 -2.890662 0.65 0.51 0.67
H 2.512834 1.379110 -2.212814 -0.22 -0.33 0.05
H 2.262766 1.132092 -3.929311 0.19 0.03 -0.04
C -0.377703 0.868547 -1.608066 -1.69 0.85 -1.45
H 0.372071 2.324315 -3.058817 0.26 -0.52 0.20
H -0.059033 0.803526 -3.745011 -0.38 -0.37 -0.52
H -1.072524 1.751391 -1.466280 0.32 -0.77 -0.48
H -1.031252 0.015614 -1.899567 0.14 0.46 0.23
N 0.111369 -1.403884 2.345491 0.15 -0.22 0.13
C -1.077974 -0.809242 2.604752 1.04 1.10 -0.51
C -2.146097 -1.480892 3.213722 -0.73 0.44 -0.08
C -3.392823 -0.874975 3.226297 0.38 -0.35 0.33
C -3.553172 0.408138 2.688327 0.27 0.58 -0.48
C -2.444476 1.084792 2.224324 0.29 -1.31 0.79
N -1.185512 0.508613 2.247778 -1.96 -0.69 0.41
H 0.821107 -0.973797 1.734881 -0.65 -0.35 0.46
H 0.235870 -2.392389 2.563070 -0.05 0.67 -0.19
H -1.949248 -2.457032 3.622295 -0.22 -0.22 0.01
H -4.261083 -1.374406 3.671614 0.46 0.09 -0.22
H -4.519819 0.888058 2.616394 0.02 -0.09 0.12
H -2.524259 2.096326 1.814348 0.03 -0.25 0.24
```
Forces are in eV/Å.



C12H18ClIN2O3PV | ωB97M-V with the def2-TZVPD basis set

Summary:
**HOMO level (spin up / spin down)**: -0.56032 / -0.56044 Ha
**DFT total energy**: -2845.97844 hartree
**⟨S²⟩**: 2.03
**LUMO (spin up / spin down)**: -9.84 / -9.41 eV
**Net charge**: +2
**Multiplicity**: 3
**F_max**: 11.52 eV/A

XYZ file:
```
39
Properties=species:S:1:pos:R:3:forces:R:3
C 2.677910 6.042399 2.659377 0.16 -0.08 -0.02
C 1.392581 5.346379 2.983967 -3.21 2.37 3.07
H 2.787623 6.925139 3.310057 -0.26 -0.42 -0.18
H 2.646530 6.367568 1.611996 0.09 -0.21 0.17
H 3.512801 5.355826 2.824164 -0.08 0.11 -0.20
O 0.483781 5.701840 3.695032 2.96 -1.15 -2.31
I 1.099422 3.377182 2.023097 0.29 -0.70 -0.48
V 0.237202 0.377498 0.427128 4.27 -1.80 -3.87
P -1.324515 1.256414 -1.123059 -1.34 1.42 -1.89
C -3.147273 1.058398 -1.079332 0.09 -0.44 0.59
C -1.060359 3.074880 -1.074909 0.28 -0.35 0.27
H 0.238808 0.754220 -2.888839 -0.36 -0.04 -0.19
H -1.257052 1.478908 -3.573143 0.06 -0.31 0.44
H -1.245782 -0.254895 -3.038561 0.21 0.52 0.00
C -0.861757 0.761596 -2.831320 0.38 -0.30 0.26
H 0.022387 3.255588 -1.089512 -0.28 0.15 -0.04
H -1.535235 3.549652 -1.943942 0.05 -0.20 0.23
H -3.670843 1.704290 -1.800908 0.50 -0.11 0.13
H -3.507226 1.297287 -0.071083 -0.04 -0.04 -0.22
H -1.472218 3.466191 -0.135044 0.09 0.02 -0.31
H -3.398210 0.011771 -1.295736 -0.02 0.24 0.06
C -0.828246 0.726334 1.891606 -6.84 2.70 8.87
O -1.580563 0.982177 2.766873 4.11 -1.67 -4.88
Cl 2.277942 0.972099 -0.137657 -1.10 -0.40 0.18
N 0.266107 -6.709966 -0.933963 0.67 0.05 0.74
C 1.040030 -5.925252 -0.120834 0.66 -2.29 -0.24
O 2.010714 -6.387892 0.475190 -1.29 1.39 -0.53
C 0.656895 -4.478205 -0.051699 0.16 1.76 0.17
C -0.326807 -3.829818 -0.825398 0.14 0.72 0.25
C -0.533913 -2.449695 -0.655510 0.47 0.13 0.17
N 0.224599 -1.678622 0.194211 -0.42 -0.63 0.17
C 1.173200 -2.303441 0.953880 -0.44 -0.46 -0.76
C 1.403793 -3.669018 0.823581 0.00 0.31 0.05
H 0.440491 -7.712721 -0.867682 -0.07 0.47 -0.15
H -0.614003 -6.412139 -1.295549 -0.31 0.00 -0.10
H -0.896934 -4.339104 -1.604433 0.06 0.16 0.39
H -1.313281 -1.903794 -1.213163 0.53 -0.48 0.24
H 1.761343 -1.680496 1.633512 -0.10 -0.24 -0.22
H 2.220055 -4.108580 1.377605 -0.06 -0.20 0.13
```
Forces are in eV/Å.



C12H18ClLiO5 | ωB97M-V with the def2-TZVPD basis set

Summary:
**HOMO level**: -0.29536 Ha
**DFT total energy**: -1311.96463 hartree
**LUMO**: -1.74 eV
**Net charge**: 0
**F_max**: 1.58 eV/A

XYZ file:
```
37
Properties=species:S:1:pos:R:3:forces:R:3
C -2.045630 -1.979520 -1.734490 0.15 -0.08 0.11
C -2.082370 -0.808836 -2.728703 -0.36 -0.38 0.33
C -2.202607 0.572917 -2.085506 0.90 -0.08 -0.45
C -0.907713 0.988312 -1.353323 -0.37 -0.84 0.10
C -0.889079 0.486618 0.097274 -0.15 0.60 -0.13
C -0.125348 1.339406 1.117984 -0.77 -0.50 0.58
O -0.990860 1.232676 2.359392 -0.34 -0.09 -0.43
C -0.705579 0.062168 2.863660 1.22 0.23 -0.22
O -1.395636 -0.647033 3.533191 -0.77 -1.01 0.10
O 0.520744 -0.403606 2.413216 -0.49 -0.17 -0.35
C 1.104328 0.788856 1.803500 0.47 1.49 -0.27
C 1.414725 1.809229 2.989354 0.26 1.24 0.36
O 1.732949 1.259920 4.048209 -0.08 -0.26 -0.06
O 1.325010 3.013489 2.673208 0.02 -0.90 -0.09
C 2.447946 0.610026 1.093170 0.03 -1.06 0.11
Cl 2.751273 1.975981 -0.004510 -0.09 0.03 -0.15
C 2.663719 -0.746317 0.413904 -0.46 -0.02 -0.48
C 2.145043 -0.889890 -1.030984 -0.05 -0.49 0.31
H -2.471759 -2.883468 -2.163803 -0.02 -0.06 -0.06
H -1.025212 -2.237300 -1.435745 0.06 0.09 0.02
H -2.616349 -1.752612 -0.830372 -0.13 0.03 -0.01
H -2.935087 -0.975246 -3.386388 -0.07 0.11 -0.07
H -1.194043 -0.857251 -3.357012 0.05 0.11 -0.10
H -3.059293 0.595988 -1.414431 -0.17 0.19 -0.04
H -2.339537 1.271931 -2.909693 -0.32 0.18 0.10
H -0.765456 2.064311 -1.386045 0.05 0.10 0.06
H -0.106944 0.494170 -1.895649 0.29 0.42 -0.13
H -1.925629 0.491997 0.437796 -0.08 0.04 0.08
H -0.567898 -0.559265 0.129656 0.26 -0.09 -0.12
H -0.097599 2.390683 0.871483 0.27 0.10 0.10
H 3.207781 0.698394 1.864092 -0.03 0.04 0.12
H 2.150607 -1.482385 1.033453 0.20 -0.07 0.21
H 3.717450 -1.006234 0.431831 0.12 0.14 0.12
H 2.955892 -1.210528 -1.678015 0.00 0.19 -0.22
H 1.699086 0.017265 -1.415276 0.22 0.17 -0.08
H 1.387923 -1.675606 -1.099624 -0.07 -0.02 0.00
Li -0.774851 -2.049239 1.735199 0.25 0.63 0.67
```
Forces are in eV/Å.



C12H18ClN5O | ωB97M-V with the def2-TZVPD basis set

Summary:
**HOMO level**: -0.29670 Ha
**DFT total energy**: -1277.31572 hartree
**LUMO**: 0.68 eV
**Net charge**: 0
**F_max**: 0.82 eV/A

XYZ file:
```
37
Properties=species:S:1:pos:R:3:forces:R:3
C -0.637088 2.841017 -4.156814 0.05 -0.08 0.46
C -1.021943 2.387258 -2.752475 -0.44 0.18 -0.27
C -2.291096 1.534338 -2.774178 0.36 0.16 0.17
O 0.081482 1.636875 -2.266444 0.15 -0.07 0.13
C 0.197175 1.365474 -0.940689 0.13 -0.11 0.10
C -0.612842 1.855042 0.078602 -0.05 0.16 -0.30
C -0.398201 1.479328 1.392602 0.19 -0.08 0.03
C 0.635249 0.622949 1.741943 0.11 0.10 -0.10
C 0.753907 0.116664 3.154330 -0.06 -0.12 0.00
N -0.408778 -0.660125 3.537939 -0.34 -0.03 0.31
C -0.734175 -1.685713 2.857066 0.04 0.33 0.14
N -1.917638 -2.335401 3.184514 -0.24 -0.28 -0.11
N 0.000181 -2.250635 1.836536 0.60 -0.46 0.30
C -0.319958 -2.215765 0.603914 -0.51 0.13 -0.01
N 0.452942 -2.875980 -0.317812 0.01 -0.03 -0.22
N -1.400465 -1.541789 0.096992 0.16 -0.09 -0.07
C 1.471771 0.155968 0.736607 -0.12 0.29 0.00
C 1.243651 0.511799 -0.576087 -0.11 0.16 -0.11
Cl 2.248007 -0.140080 -1.828875 0.18 -0.12 -0.11
H 0.267643 3.441753 -4.118501 0.06 0.07 -0.03
H -0.448239 1.973792 -4.784043 0.00 -0.09 -0.09
H -1.438797 3.430886 -4.591766 -0.08 0.06 -0.06
H -1.175427 3.273355 -2.119900 0.06 -0.13 -0.05
H -2.149198 0.687786 -3.442214 0.01 -0.08 -0.09
H -2.518740 1.156735 -1.779800 -0.08 -0.03 0.07
H -3.130809 2.126189 -3.127997 -0.12 0.04 -0.03
H -1.426750 2.526727 -0.144326 -0.08 0.05 -0.07
H -1.059340 1.844795 2.163802 -0.10 0.05 0.09
H 0.801316 0.953950 3.858138 0.18 -0.08 -0.13
H 1.666199 -0.483097 3.255562 0.03 0.09 0.01
H -2.257888 -2.080157 4.100455 0.00 0.02 -0.05
H -1.907817 -3.330953 3.017050 0.02 0.06 0.02
H 0.509026 -2.449312 -1.230546 0.06 0.00 0.02
H 1.348140 -3.163129 0.046867 -0.05 0.03 0.01
H -1.713103 -1.767068 -0.831643 -0.05 -0.02 0.06
H -2.106035 -1.265154 0.758909 -0.03 0.01 0.00
H 2.287754 -0.509341 0.972894 0.06 -0.11 0.00
```
Forces are in eV/Å.